Record 1
# C3H4LaO3

A molecular structure, C3H4LaO3 (wB97M-V/def2-TZVPD, the OMol25 dataset).

```
11
Properties=species:S:1:pos:R:3:forces:R:3:nbo_charge:R:1
C 1.068987 0.460205 -0.610814 -0.49 0.11 -0.42 -0.178
O -1.043338 -1.385216 -0.249082 -0.16 0.40 3.31 -0.887
C -0.746833 -0.973868 -1.398945 -1.14 -0.37 -3.13 0.956
C 0.671121 0.986953 0.730421 0.08 0.23 0.98 -0.782
O -0.006756 0.174901 -1.521993 0.92 0.69 0.42 -0.552
O -1.143229 -1.436763 -2.481505 0.58 0.41 1.66 -0.679
H 1.676540 1.201942 -1.161474 -0.18 -0.24 0.20 0.203
H 1.499138 1.572744 1.165694 0.15 -0.10 -0.27 0.152
H 1.690719 -0.448771 -0.519789 -0.01 0.19 0.19 0.202
H -2.494770 -0.296979 3.787455 -0.55 0.10 1.22 -0.754
La -1.171579 0.144851 2.260032 0.81 -1.42 -4.17 2.320
```
Positions in Å, forces in eV/Å.

As for the HOMO energy (alpha / beta): -8.13 / -8.33 eV. The expectation value of S² is 0.75. The calculation puts the orbital gap (alpha / beta) at 0.2230 / 0.2263 Ha. The energy above the lowest of the compared OMol25 structures with the same formula, charge and spin is 3.8946 eV. The LUMO energy (alpha / beta) comes out at -0.07589 / -0.07983 Ha. The calculation puts the total energy at -373.8107 Eh. The multiplicity is 2.



Record 2
# C3H4LiMgO3

A molecular structure, C3H4LiMgO3 (wB97M-V/def2-TZVPD, the OMol25 dataset).

```
12
Properties=species:S:1:pos:R:3:forces:R:3:nbo_charge:R:1
O -0.174438 -1.012471 -0.678603 -2.39 1.17 -1.13 -0.843
C -0.750274 -0.171834 0.103536 3.21 -0.97 4.05 0.454
C -0.947102 1.282016 0.050866 -2.96 -4.01 -4.68 -0.821
Mg -1.622504 -2.190384 -1.932416 -0.10 -0.16 -0.09 0.982
Li 1.942370 -1.674174 -1.317414 0.17 0.11 0.32 0.982
H -0.566053 -0.495348 1.142585 -0.96 -0.46 0.18 0.156
H -0.885258 1.035805 -1.156942 1.54 3.79 1.86 0.346
H -0.928240 1.684932 1.076451 1.47 0.80 -0.77 0.385
H -2.017106 1.489821 -0.109179 -0.71 -0.25 0.09 0.346
O 1.679288 1.063964 1.291041 -0.52 -3.71 1.49 -0.400
C 1.891839 -0.091077 1.105783 2.03 5.23 -2.62 1.037
O 2.377477 -0.921252 0.424291 -0.77 -1.53 1.32 -0.625
```
Positions in Å, forces in eV/Å.

As for the HOMO energy (alpha / beta): -16.04 / -19.41 eV. The expectation value of S² is 0.75. As for the charge: +2. The calculation puts the orbital gap (alpha / beta) at 0.2515 / 0.3692 Ha. The energy above the lowest of the compared OMol25 structures with the same formula, charge and spin is 4.0686 eV. The LUMO energy (alpha / beta) comes out at -0.33785 / -0.34397 Ha. The calculation puts the total energy at -549.3268 Eh. The multiplicity is 2.



Record 3
# C3H4LiMnO4

A molecular structure, C3H4LiMnO4 (wB97M-V/def2-TZVPD, the OMol25 dataset).

```
13
Properties=species:S:1:pos:R:3:forces:R:3:nbo_charge:R:1
O 2.266189 1.337288 0.382175 0.40 1.16 0.04 -0.759
C 1.480624 0.510695 -0.150708 -1.84 -0.33 1.85 0.956
O 1.918622 -0.384086 -0.916313 -0.40 -0.77 -0.86 -0.773
Mn 3.645032 0.507118 -0.739127 2.10 0.04 -0.46 1.724
O 0.197045 0.553217 0.222013 4.77 1.49 1.39 -0.674
C -0.602646 -0.963934 0.549194 0.00 -0.13 -2.53 -0.233
C -1.484777 -0.142669 -0.345390 -5.86 0.97 -1.03 0.115
H -0.908034 -1.798648 1.187332 0.44 1.13 3.05 0.340
H 0.037834 -1.620588 -0.050655 -0.52 0.08 -1.14 0.283
H -1.578877 -0.576125 -1.360014 0.24 -0.06 0.48 0.248
H -2.060378 -0.714177 0.797658 -1.20 -0.64 -1.64 0.419
Li -0.773213 2.286109 0.637305 -0.62 -0.21 -0.10 0.977
O -2.137418 1.005801 -0.213468 2.50 -2.74 0.96 -0.623
```
Positions in Å, forces in eV/Å.

As for the HOMO energy (alpha / beta): -16.27 / -18.03 eV. The expectation value of S² is 12.02. As for the charge: +2. The calculation puts the orbital gap (alpha / beta) at 0.2409 / 0.2979 Ha. The energy above the lowest of the compared OMol25 structures with the same formula, charge and spin is 6.4157 eV. The LUMO energy (alpha / beta) comes out at -0.35708 / -0.36487 Ha. The calculation puts the total energy at -1575.3258 Eh. The multiplicity is 7.



Record 4
# C3H4LiO2Y

A molecular structure, C3H4LiO2Y (wB97M-V/def2-TZVPD, the OMol25 dataset).

```
11
Properties=species:S:1:pos:R:3:forces:R:3:nbo_charge:R:1
O -0.130158 -1.023781 0.824392 -2.45 -0.99 3.63 -0.904
Li -1.307743 0.770484 0.195334 -0.68 1.21 -0.93 0.907
C 1.081542 -0.829430 0.527800 1.81 -1.68 -2.58 0.577
C 1.372427 -0.248805 -0.771286 0.24 -1.00 0.10 -0.797
H 1.856374 -1.423399 1.033957 0.24 0.63 0.60 0.233
H 2.399880 -0.506195 -1.073175 -0.03 0.31 0.12 0.365
H 1.334470 0.845696 -0.648206 -0.20 0.31 -0.78 0.343
Y -0.879694 -2.323479 2.664515 0.36 0.10 -0.76 2.860
C -2.815538 2.392842 -0.469313 -0.83 0.70 -0.29 0.348
O -3.577802 3.148668 -0.795534 1.04 -0.97 0.41 -0.271
H 0.666244 -0.802596 -1.488480 0.50 1.38 0.49 0.340
```
Positions in Å, forces in eV/Å.

As for the HOMO energy: -26.83 eV. As for the charge: +4. The calculation puts the orbital gap at 0.1910 Ha. The LUMO energy comes out at -0.79493 Ha. The calculation puts the total energy at -311.0560 Eh.